Computed, not measured: 7 unconnected molecules or ions with the total composition C29H72N10O7, with the ωB97M-V functional and the def2-TZVPD basis.

The geometry in XYZ format:
```
118
Properties=species:S:1:pos:R:3:forces:R:3:lowdin_charge:R:1
C -1.00062 -3.86204 2.12768 -0.48 -1.01 -0.42 -0.0256
C 0.17347 -2.98144 1.57952 0.47 -0.29 2.41 -0.5135
C 1.54044 -3.71064 1.59672 0.25 -0.15 -1.02 -0.1121
C 1.53911 -4.84777 0.57214 -0.40 0.00 0.47 -0.1818
C 1.27981 -4.34748 -0.80936 -1.01 0.51 -1.43 -0.1387
C 0.01359 -3.42308 -0.92205 1.01 -1.50 0.13 -0.4679
N 0.03353 -2.51372 0.23914 -0.15 0.95 -1.95 -0.0956
O -1.06612 -1.63658 0.05614 -1.68 -0.72 1.14 -0.0826
C 0.09563 -2.63236 -2.22920 0.48 0.05 1.99 -0.0178
C -1.22929 -4.33986 -0.98158 -0.73 0.40 -0.10 -0.0216
C 0.30632 -1.79404 2.56190 0.08 0.41 -0.90 -0.0165
H -0.86014 -4.94439 1.79669 -0.45 1.37 0.64 0.0847
H -1.96416 -3.49045 1.69704 0.57 -0.40 0.34 0.0747
H -1.18318 -3.85119 3.23512 0.70 0.16 -0.96 0.0979
H 2.29508 -2.98975 1.23364 -0.28 -0.06 0.50 0.1069
H 1.83587 -4.07510 2.58628 -0.29 0.19 -0.05 0.1301
H 0.73521 -5.53729 0.84993 0.30 -0.32 -0.08 0.1018
H 2.47547 -5.37868 0.51319 0.36 -0.36 0.52 0.1112
H 1.13279 -5.18818 -1.51198 -0.08 0.21 0.34 0.1242
H 2.11737 -3.82367 -1.26461 0.37 0.33 0.46 0.1047
H -0.23391 -3.28816 -2.96906 -0.01 -1.02 -1.68 0.0699
H -0.59994 -1.84055 -2.18868 -0.81 1.04 -0.03 0.0510
H 1.08221 -2.22057 -2.35950 0.37 0.04 -0.38 0.0856
H -2.01128 -3.90006 -1.64110 0.13 -0.05 0.86 0.0932
H -1.02283 -5.28742 -1.46494 0.39 -0.18 -0.09 0.0820
H -1.58469 -4.58707 0.02721 -0.27 0.16 -0.72 0.0523
H 1.09323 -1.10099 2.25223 0.30 -0.26 -0.08 0.0759
H 0.56883 -2.21363 3.53630 -0.36 0.34 0.02 0.0924
H -0.58464 -1.15323 2.53735 -0.02 -0.51 0.52 0.0592
H -1.88121 -2.15799 0.31148 0.87 0.69 -0.43 0.1062
C -4.55003 -0.72945 -1.50601 0.31 -1.16 -2.41 -0.0408
C -4.99993 0.18034 -0.41821 -1.11 1.01 -0.21 -0.5166
C -6.19823 -0.48745 0.21663 -1.65 1.38 0.44 -0.1515
C -6.65663 0.11726 1.54484 1.26 0.81 0.09 -0.1434
C -5.44322 0.04589 2.50947 0.61 -1.06 -0.37 -0.1284
C -4.22706 0.71758 1.91301 0.45 0.47 0.25 -0.5232
N -3.97851 0.21013 0.58796 -0.38 -0.44 -0.16 -0.1069
O -2.83179 0.83703 0.07737 0.12 0.17 -0.47 -0.0481
C -4.45567 2.23358 1.97826 -0.45 -0.23 0.34 -0.0150
C -2.90610 0.33476 2.68600 -1.69 0.84 -0.34 -0.0052
C -5.45414 1.57205 -1.09064 -0.89 -0.92 1.16 0.0122
H -5.33681 -1.43711 -1.86546 0.33 0.49 0.57 0.1021
H -3.71160 -1.33152 -1.15940 0.07 -0.09 -0.15 0.0771
H -4.26561 -0.22702 -2.45698 0.15 -0.05 0.76 0.0734
H -6.95507 -0.37646 -0.55820 -0.47 -0.36 0.16 0.1233
H -6.08346 -1.50345 0.47098 0.70 -1.53 -0.43 0.1087
H -7.51207 -0.38512 1.97712 -0.24 -0.13 -0.11 0.1070
H -6.90669 1.18081 1.37107 -0.12 -0.47 0.39 0.0980
H -5.06306 -0.98177 2.77765 -1.10 0.56 -0.33 0.1372
H -5.59230 0.58731 3.42159 -0.54 0.04 0.75 0.1063
H -3.72147 2.72972 1.37842 0.86 0.53 0.18 0.0707
H -5.41312 2.60942 1.55840 0.36 -0.60 0.58 0.0768
H -4.39839 2.41335 3.06588 0.07 0.82 -0.60 0.0973
H -2.11670 0.88085 2.19446 0.52 0.08 0.44 0.0809
H -2.98384 0.54149 3.73830 0.05 0.58 0.47 0.0856
H -2.75292 -0.72079 2.64187 0.14 -0.84 -0.44 0.0588
H -4.59818 2.20649 -1.25275 0.29 0.14 -0.37 0.0530
H -6.13060 2.12346 -0.39595 0.40 -0.35 -0.59 0.0687
H -6.02461 1.37270 -2.03611 0.70 0.17 0.81 0.0999
H -2.21208 0.15133 0.31261 1.19 -0.10 -0.39 0.0532
C 4.23379 2.58300 3.52493 -1.40 0.67 -1.70 -0.7242
O 4.62537 3.42175 4.28649 1.57 1.00 1.61 0.0344
N 3.04158 2.01393 3.69975 -1.75 -0.81 0.29 0.1683
N 4.84896 2.40639 2.30205 1.39 -0.84 -0.68 0.1452
H 2.56585 1.56644 2.91149 0.27 0.23 0.31 0.0789
H 2.50262 2.54223 4.38908 0.06 -0.66 -0.49 0.1190
H 4.65629 1.66557 1.63996 -1.09 -0.28 0.37 0.0742
H 5.82547 2.33673 2.48877 0.96 0.49 -0.04 0.0931
C 3.60334 5.63474 0.93969 -3.50 1.42 -0.45 -0.6167
O 2.59346 5.09086 0.43166 1.90 0.72 0.68 -0.0170
N 4.84301 5.13517 0.96680 -0.12 -1.38 -2.08 0.1702
N 3.47819 6.90133 1.50645 1.38 -1.56 -0.38 0.1450
H 5.25146 5.24262 1.82868 1.47 0.49 2.39 0.0652
H 4.83217 4.14637 0.75519 0.03 -0.05 -0.11 0.0815
H 4.35857 7.39567 1.67292 -1.17 0.14 0.00 0.1085
H 2.55320 7.27837 1.49191 0.07 0.51 0.06 0.0942
C 1.52281 1.41109 0.17400 0.45 -1.25 0.26 -0.6769
O 2.48750 0.96124 0.78102 1.42 -0.06 0.88 -0.0240
N 0.66748 0.52213 -0.41389 -0.99 1.06 -0.32 0.1809
N 1.25737 2.71811 0.07671 -1.65 -0.80 -0.81 0.2019
H -0.23391 0.98435 -0.52376 -0.11 -0.88 -0.42 0.0654
H 0.71777 -0.46389 -0.14324 -0.02 0.74 0.04 0.0728
H 0.53503 2.98596 -0.57101 -0.25 0.10 -0.05 0.0718
H 1.94788 3.39329 0.25024 1.18 0.99 0.49 0.0264
C -0.55785 3.46283 -3.73105 1.05 -0.60 -1.51 -0.0557
C -1.65932 2.78397 -3.02526 -0.84 0.83 0.29 -0.4873
C -1.68552 1.34606 -3.31268 2.42 -2.06 -1.07 -0.2303
O -1.81587 1.12637 -4.70515 -0.87 -1.08 -0.35 -0.1757
C -1.89111 -0.27826 -4.94055 0.92 -0.43 -1.05 -0.1103
N -1.69210 2.92900 -1.58821 0.53 0.81 0.37 0.0676
H -0.49552 4.51885 -3.54983 0.16 0.50 0.35 0.0764
H -0.83696 3.33700 -4.78952 0.41 0.25 0.15 0.0897
H 0.40504 2.94606 -3.62392 -0.01 0.35 0.30 0.0935
H -2.51797 3.23495 -3.51163 -0.94 -0.07 0.11 0.1400
H -2.43305 0.78664 -2.79750 -0.88 -0.16 0.67 0.0872
H -0.69483 0.82957 -3.06806 -0.88 0.84 0.41 0.1457
H -1.87160 -0.47796 -6.04043 -0.75 0.47 0.79 0.0983
H -2.69997 -0.83023 -4.40804 0.15 0.71 -0.43 0.0896
H -0.95397 -0.78524 -4.66080 0.03 0.27 0.52 0.0736
H -2.47705 2.39076 -1.25537 -0.07 0.10 0.56 0.0239
H -1.79767 3.91678 -1.32254 -0.06 -0.67 -0.09 0.1028
C 5.03763 -2.27148 1.03204 1.56 1.90 -0.92 -0.0558
C 5.59485 -2.47089 -0.41981 1.02 0.80 1.72 -0.3785
C 5.15615 -1.28398 -1.30569 1.10 -1.45 1.43 -0.2026
O 5.62978 -0.08364 -0.72362 0.54 -2.07 0.62 -0.1669
C 5.16676 0.98443 -1.40533 -0.44 1.38 -2.61 -0.1619
N 7.06681 -2.67499 -0.24524 -0.21 1.19 2.54 0.0223
H 5.74021 -1.57890 1.59086 -0.60 -1.01 -0.48 0.0922
H 4.89170 -3.17517 1.56697 -0.11 -0.80 0.46 0.0586
H 4.16052 -1.66770 0.96723 -1.10 0.09 0.12 0.0429
H 5.13810 -3.37381 -0.81369 0.13 -0.21 -0.33 0.1189
H 4.09577 -1.41658 -1.27064 -1.20 0.79 -0.15 0.1053
H 5.46531 -1.43973 -2.33638 0.39 0.35 -0.29 0.1255
H 5.57522 1.90831 -1.02951 -0.17 0.31 0.67 0.0807
H 4.07592 0.95737 -1.45422 -0.14 0.51 0.18 0.0854
H 5.52911 0.98942 -2.47075 -0.25 -0.22 0.47 0.1017
H 7.44240 -1.98744 0.50467 -1.34 -1.66 -1.06 0.1010
H 7.57771 -2.27384 -0.97212 0.75 0.25 -2.30 0.0224
```
Positions in Å, forces in eV/Å.

Properties
- Multiplicity: 1
- E: -60472.7832 eV
- Structure (SMILES): CC1(C)CCCC(C)(C)N1O.CC1(C)CCCC(C)(C)N1O.COC[C@H](C)N.COC[C@H](C)N.NC(N)=O.NC(N)=O.NC(N)=O
- HOMO-LUMO gap: 9.3 eV
- Energy above the lowest of the compared OMol25 structures with the same formula, charge and spin: 0.000 eV
- E_HOMO: -8.799 eV

=====

Computed, not measured: 4 unconnected molecules or ions with the total composition C29H72N3O14P4, with the ωB97M-V functional and the def2-TZVPD basis.

The geometry in XYZ format:
```
122
Properties=species:S:1:pos:R:3:forces:R:3:lowdin_charge:R:1
C -3.82162 -1.23814 -1.05110 0.09 0.10 -0.07 -0.0719
C -3.74240 -2.63897 -0.49922 0.33 -0.19 -0.31 -0.2723
O -2.37926 -3.01440 -0.27164 -0.10 0.00 0.05 -0.1614
C -2.24537 -4.42571 -0.36462 0.24 0.41 0.38 -0.1820
C -1.04795 -4.91049 0.44083 0.25 -0.12 -0.02 -0.1635
O 0.03468 -3.98964 0.42493 -0.26 0.03 -0.12 -0.1310
C 0.41503 -3.56711 1.70506 -0.12 -0.25 0.27 -0.1688
C 1.49814 -2.50589 1.49331 0.69 0.10 -0.31 -0.4111
N 2.67789 -3.24213 1.05175 0.20 0.48 -0.41 0.1123
C 0.92425 -1.45970 0.50553 -0.78 0.70 -0.41 -0.0663
C 0.57203 -0.21819 1.34042 0.42 -0.82 0.01 -0.1175
N 1.73533 -0.15427 2.27814 -0.22 0.63 -0.42 -0.2099
P 3.25059 0.77111 1.82003 1.90 1.07 1.33 0.9657
C 2.71327 2.13792 0.72081 -0.90 -1.57 -0.55 -0.2581
C 4.34875 -0.25387 0.76618 -1.12 -0.21 -0.45 -0.2599
C 1.82208 -1.61035 2.73027 -1.73 -1.54 1.37 -0.3216
N 2.82289 -2.00139 3.66631 0.11 0.64 -0.92 0.1112
H -3.44456 -1.19902 -2.07273 0.08 -0.09 0.00 0.0792
H -3.23192 -0.53377 -0.46378 -0.12 0.02 0.15 0.0679
H -4.86114 -0.91429 -1.08460 0.00 0.09 0.11 0.0798
H -4.29268 -2.76629 0.43754 -0.12 0.09 -0.02 0.1236
H -4.15679 -3.32450 -1.24412 -0.20 -0.02 0.08 0.1195
H -3.13717 -4.88226 0.07416 -0.01 -0.33 -0.27 0.1260
H -2.12286 -4.72143 -1.40958 -0.21 0.03 -0.07 0.1337
H -0.69510 -5.83791 -0.01681 -0.03 -0.11 0.14 0.1247
H -1.32269 -5.12567 1.47604 -0.13 0.02 0.00 0.1241
H -0.44111 -3.18940 2.28279 -0.03 0.22 -0.15 0.1398
H 0.79169 -4.44706 2.24431 0.22 0.25 0.30 0.1404
H 3.52884 -2.72315 1.22583 0.05 0.06 -0.24 0.0469
H 2.78547 -4.08874 1.59454 -0.18 -0.12 -0.03 0.0900
H 1.61018 -1.25483 -0.31657 0.21 0.22 0.19 0.1240
H -0.02184 -1.68625 0.01266 0.17 -0.89 0.03 0.1209
H -0.27059 -0.38280 2.01464 -0.27 -0.23 -0.35 0.1367
H 0.35372 0.67337 0.76202 0.48 0.21 0.08 0.1220
H 1.46810 0.33286 3.13267 0.05 0.27 -0.10 0.1305
H 1.88354 2.67751 1.16954 0.18 0.31 0.05 0.0279
H 2.37380 1.70505 -0.22543 -0.05 0.29 -0.14 0.0547
H 3.56747 2.77215 0.50823 0.06 0.10 0.32 0.0245
H 5.06599 -0.80465 1.36722 0.05 0.04 0.03 0.0383
H 3.79629 -0.92685 0.10923 0.16 -0.08 -0.07 0.0326
H 4.86059 0.44756 0.10660 0.16 0.07 0.15 0.0535
H 0.90313 -1.72075 3.32113 -0.07 0.40 -0.03 0.1529
H 2.60267 -1.59815 4.56605 0.34 -0.09 0.18 0.0973
H 3.75841 -1.73588 3.38422 0.15 -0.20 0.18 0.0737
O 1.73439 6.30534 0.81576 -1.84 1.10 -2.38 -0.2379
P 1.19352 7.44341 1.60965 3.08 -0.55 5.86 0.5457
O 2.54991 8.17603 2.14496 -0.44 -0.01 -0.36 -0.2004
C 3.44600 8.76308 1.20425 0.22 0.13 -0.13 -0.2747
C 2.84259 9.95548 0.48494 -0.15 -0.10 -0.07 -0.0716
O 0.69625 6.71915 2.97958 -0.46 0.18 -0.50 -0.1877
C 0.61592 5.30159 3.05648 0.08 -0.21 0.06 -0.2903
C 1.93058 4.67971 3.48857 0.14 0.01 0.23 -0.0720
O 0.24882 8.73939 1.92531 -0.45 -0.86 -2.82 -0.1709
C -0.65804 9.24787 0.92681 -0.35 0.31 -0.24 -0.2602
C -1.47820 8.16275 0.26204 0.09 -0.25 0.12 -0.0750
H 3.77321 8.00709 0.48340 -0.03 -0.02 0.03 0.0951
H 4.32100 9.07921 1.77059 -0.06 -0.07 0.12 0.1213
H 2.08018 9.63163 -0.23194 0.04 0.03 -0.01 0.0610
H 3.60684 10.49532 -0.07395 0.02 -0.03 -0.01 0.0841
H 2.37450 10.63889 1.19268 0.05 0.01 0.03 0.0877
H 0.27279 4.88777 2.10702 0.13 0.06 -0.09 0.0971
H -0.15774 5.07400 3.79180 0.00 0.15 0.04 0.1185
H 2.78719 5.12648 2.98558 -0.11 -0.01 -0.23 0.0769
H 1.92571 3.60583 3.28223 0.03 -0.01 0.08 0.0429
H 2.09271 4.82206 4.55753 -0.04 -0.03 0.01 0.0810
H -0.09898 9.81619 0.17964 0.07 -0.03 0.05 0.1024
H -1.31371 9.95418 1.43356 0.11 -0.05 0.18 0.1256
H -0.83660 7.43086 -0.24548 -0.02 0.10 -0.03 0.0576
H -2.14667 8.59297 -0.48282 0.01 0.02 0.00 0.0869
H -2.07462 7.62235 0.99790 -0.04 0.04 0.01 0.0874
O 2.90004 3.42210 -4.20442 -0.29 0.02 2.93 -0.2269
P 3.41380 4.80366 -4.08345 1.49 2.06 -5.36 0.5018
O 2.37392 5.77815 -4.85769 0.20 -0.32 0.62 -0.1876
C 1.02823 5.86332 -4.39742 -0.35 0.11 0.03 -0.2753
C 0.94486 6.46630 -3.00865 0.10 -0.17 0.19 -0.0830
O 4.66318 4.84526 -5.11061 0.01 -0.01 0.47 -0.1965
C 5.11344 3.66266 -5.77728 0.00 -0.15 -0.27 -0.2824
C 4.37670 3.43445 -7.08258 -0.01 0.14 -0.19 -0.0710
O 4.11315 5.95959 -3.15899 -1.11 -1.91 1.51 -0.1728
C 4.26998 5.78699 -1.73937 -0.12 0.13 0.43 -0.2639
C 4.84498 4.43781 -1.36006 0.06 -0.20 -0.21 -0.0816
H 0.56273 4.87365 -4.40861 0.08 -0.02 -0.05 0.1139
H 0.49510 6.48543 -5.11507 0.14 0.01 -0.08 0.1206
H 1.31858 5.74800 -2.27065 -0.05 0.10 0.09 0.0601
H -0.08576 6.70393 -2.74066 -0.02 -0.04 -0.06 0.0735
H 1.54839 7.37118 -2.93375 -0.03 0.02 -0.06 0.0865
H 5.03743 2.79936 -5.11727 -0.20 0.02 0.04 0.1008
H 6.17563 3.80957 -5.97684 -0.01 0.15 0.06 0.1164
H 3.30577 3.60461 -6.98055 -0.02 -0.13 0.18 0.0732
H 4.53580 2.41649 -7.44034 0.02 0.01 0.00 0.0780
H 4.73315 4.12504 -7.84789 0.02 -0.01 0.01 0.0770
H 3.31104 5.94678 -1.23785 0.00 0.00 -0.03 0.0803
H 4.93825 6.57944 -1.40349 0.02 0.05 -0.20 0.1205
H 4.19882 3.61913 -1.69796 0.00 0.08 0.02 0.0585
H 4.94662 4.36542 -0.27606 0.05 0.10 0.01 0.0719
H 5.82493 4.29061 -1.81557 0.02 0.02 0.04 0.0903
O -4.38746 -10.73154 0.58029 -1.16 -0.92 2.42 -0.2141
P -5.24590 -9.53901 0.71604 1.17 3.57 -4.43 0.5036
O -6.24565 -9.51328 -0.55711 0.03 -0.11 0.73 -0.1928
C -7.17925 -10.58051 -0.73173 -0.27 -0.28 -0.10 -0.2734
C -8.23568 -10.61463 0.35750 0.13 0.02 0.15 -0.0780
O -4.25353 -8.31209 0.31349 -0.17 0.02 0.40 -0.2046
C -2.86752 -8.54590 0.07258 0.13 -0.07 -0.21 -0.2874
C -2.59940 -8.90638 -1.37597 0.02 0.15 -0.18 -0.0654
O -6.10652 -8.54791 1.68629 0.34 -2.36 1.08 -0.1800
C -6.39612 -8.93101 3.04451 -0.20 -0.07 0.44 -0.2666
C -5.18660 -9.45751 3.78994 0.21 -0.03 -0.18 -0.0803
H -6.64630 -11.53369 -0.77998 0.06 0.05 0.01 0.1149
H -7.65283 -10.41839 -1.69886 0.11 0.13 -0.02 0.1190
H -7.80592 -10.95756 1.30422 -0.04 -0.01 -0.02 0.0630
H -9.03718 -11.30461 0.09433 0.03 -0.02 -0.02 0.0819
H -8.66107 -9.62391 0.51703 -0.02 0.00 -0.05 0.0855
H -2.48277 -9.30224 0.75533 -0.11 -0.14 -0.07 0.1064
H -2.35179 -7.61433 0.31889 -0.13 0.06 0.04 0.0908
H -3.32741 -9.62000 -1.75755 0.03 -0.14 0.18 0.0761
H -1.60087 -9.33112 -1.48902 0.00 0.01 0.00 0.0793
H -2.66710 -8.01971 -2.00989 0.00 0.00 0.01 0.0709
H -7.20048 -9.67118 3.05263 0.01 0.01 -0.07 0.1026
H -6.78182 -8.04178 3.54145 0.01 0.09 -0.19 0.1202
H -4.77095 -10.34633 3.30374 -0.08 0.02 0.06 0.0697
H -5.45841 -9.73135 4.80888 -0.04 0.03 0.00 0.0832
H -4.39761 -8.70523 3.82715 -0.02 0.03 0.04 0.0835
```
Positions in Å, forces in eV/Å.

Properties
- Multiplicity: 1
- Total charge: +1
- E: -101528.2802 eV
- HOMO-LUMO gap: 9.0 eV
- E_HOMO: -11.681 eV